97
Properties=species:S:1:pos:R:3 method="wB97M-V/def2-TZVPD" lumo_energy_ev="0.1 / -0.3" total_energy_ev=-52396.388 fmax_ev_per_a=7.9 gap_ev="8.2 / 7.8" e_homo_ev="-8.1 / -8.1" multiplicity=3
C -1.432 -2.891 -4.901
C -2.430 -3.267 -3.688
O -2.318 -2.417 -2.517
C -2.620 -1.034 -2.809
C -1.223 -0.214 -2.603
N -0.917 0.058 -1.163
C -1.933 0.604 -0.172
O -2.062 1.884 -0.107
O -2.646 -0.241 0.654
C 0.298 -0.164 -0.642
N 1.516 -0.658 -1.303
C 2.798 -0.141 -0.729
C 2.228 0.336 0.716
B 2.611 1.875 1.118
O 2.229 2.947 0.220
O 3.354 2.228 2.324
C 2.564 3.246 3.038
C 3.170 3.337 4.528
N 0.746 0.032 0.756
H -2.063 -2.907 -5.867
H -0.962 -1.851 -4.837
H -0.574 -3.666 -4.962
H -3.509 -3.364 -4.071
H -2.128 -4.331 -3.337
H -2.980 -0.858 -3.893
H -3.445 -0.586 -2.127
H -0.400 -0.945 -2.967
H -1.154 0.704 -3.283
H 1.459 -1.666 -1.520
H 3.153 0.706 -1.415
H 3.471 -1.075 -0.762
H 2.789 -0.353 1.454
H 2.819 2.943 -0.574
H 2.567 4.272 2.533
H 1.482 2.854 3.136
H 2.400 3.686 5.299
H 3.584 2.326 4.915
H 4.070 4.064 4.507
H 0.299 0.806 1.280
C -0.116 7.327 8.312
C 1.368 7.366 7.848
C 2.148 8.544 8.492
C 1.968 9.901 7.826
C 2.154 9.792 6.318
C 1.232 8.723 5.699
N 1.394 7.384 6.354
O 2.595 6.872 5.955
C -0.226 9.239 5.799
C 1.482 8.653 4.171
C 1.968 6.075 8.481
H -0.832 7.606 7.540
H -0.424 6.312 8.589
H -0.287 7.974 9.174
H 3.222 8.318 8.469
H 1.889 8.632 9.552
H 0.986 10.318 8.073
H 2.703 10.604 8.231
H 1.963 10.770 5.862
H 3.205 9.561 6.102
H -0.933 8.509 5.394
H -0.348 10.164 5.226
H -0.533 9.488 6.815
H 2.520 8.422 3.920
H 1.256 9.612 3.695
H 0.840 7.898 3.705
H 1.542 5.173 8.032
H 1.753 6.044 9.554
H 3.056 6.025 8.381
C -3.355 -9.560 -7.307
C -2.577 -8.223 -7.145
C -1.156 -8.298 -7.766
C -0.089 -8.953 -6.902
C -0.112 -8.384 -5.489
C -1.510 -8.488 -4.849
N -2.573 -7.854 -5.697
O -2.411 -6.501 -5.615
C -1.803 -9.988 -4.589
C -1.468 -7.880 -3.424
C -3.376 -7.240 -8.051
H -3.490 -10.113 -6.379
H -4.381 -9.389 -7.652
H -2.870 -10.225 -8.023
H -0.807 -7.280 -7.986
H -1.195 -8.811 -8.733
H -0.222 -10.039 -6.891
H 0.897 -8.776 -7.346
H 0.627 -8.913 -4.877
H 0.218 -7.338 -5.518
H -2.796 -10.128 -4.153
H -1.077 -10.406 -3.884
H -1.727 -10.609 -5.481
H -1.146 -6.836 -3.417
H -0.764 -8.425 -2.789
H -2.452 -7.939 -2.946
H -4.376 -7.050 -7.652
H -3.495 -7.661 -9.055
H -2.870 -6.278 -8.176